Entry 1:
C34H57N4OP2W | wB97M-V/def2-TZVPD

Cartesian coordinates (Å):
C (-2.511, 1.397, -1.573)
C (-2.392, -0.911, -1.129)
C (-3.616, 1.208, -2.399)
C (-3.634, -1.099, -1.774)
C (-4.237, -0.046, -2.421)
H (-4.003, 2.062, -2.946)
H (-4.015, -2.121, -1.839)
H (-5.174, -0.189, -2.960)
N (-2.016, 0.383, -0.821)
P (-0.913, 2.821, 0.147)
P (-0.221, -2.463, 0.106)
C (-1.742, 2.695, -1.506)
H (-0.995, 2.711, -2.323)
H (-2.406, 3.551, -1.705)
C (-1.525, -2.017, -0.981)
H (-2.059, -2.924, -1.320)
C (0.409, -3.842, -1.220)
C (-0.513, -3.434, 1.850)
C (0.682, 3.802, -0.143)
C (-2.272, 3.690, 1.118)
C (1.921, -3.667, -1.163)
H (2.361, -3.924, -0.189)
H (2.401, -4.291, -1.933)
H (2.161, -2.619, -1.372)
C (-0.018, -5.271, -0.910)
H (0.344, -5.650, 0.050)
H (-1.110, -5.379, -0.959)
H (0.401, -5.925, -1.693)
C (-0.113, -3.548, -2.634)
H (0.518, -4.060, -3.372)
H (-1.142, -3.884, -2.800)
H (-0.093, -2.464, -2.861)
C (0.817, -4.113, 2.209)
H (1.616, -3.364, 2.311)
H (0.708, -4.623, 3.180)
H (1.153, -4.857, 1.479)
C (-0.845, -2.477, 2.991)
H (-0.093, -1.689, 3.112)
H (-1.829, -2.014, 2.882)
H (-0.869, -3.052, 3.933)
C (-1.701, -4.378, 1.690)
H (-1.549, -5.159, 0.944)
H (-1.889, -4.878, 2.653)
H (-2.601, -3.813, 1.414)
C (-1.772, 3.858, 2.561)
H (-2.495, 4.488, 3.104)
H (-1.715, 2.891, 3.080)
H (-0.788, 4.347, 2.618)
C (-3.556, 2.834, 1.126)
H (-3.967, 2.689, 0.118)
H (-3.412, 1.857, 1.597)
H (-4.308, 3.376, 1.722)
C (-2.649, 5.053, 0.494)
H (-3.580, 5.395, 0.973)
H (-1.888, 5.820, 0.664)
H (-2.851, 4.984, -0.583)
C (1.119, 3.621, -1.605)
H (0.440, 4.116, -2.313)
H (2.116, 4.070, -1.741)
H (1.196, 2.554, -1.857)
C (1.781, 3.224, 0.760)
H (1.981, 2.165, 0.541)
H (2.711, 3.784, 0.571)
H (1.538, 3.316, 1.828)
C (0.511, 5.302, 0.148)
H (-0.214, 5.766, -0.535)
H (0.229, 5.498, 1.192)
H (1.485, 5.786, -0.028)
W (-0.390, 0.503, 0.532)
C (-1.539, 0.436, 2.126)
O (-2.206, 0.406, 3.114)
N (0.557, -0.099, -1.181)
C (0.613, -0.890, -2.107)
C (1.751, -0.675, -3.237)
C (1.632, -1.635, -4.406)
C (1.579, 0.749, -3.733)
C (3.129, -0.803, -2.587)
H (1.838, -2.671, -4.107)
H (0.639, -1.555, -4.870)
H (2.381, -1.362, -5.163)
H (2.015, 1.445, -3.007)
H (2.140, 0.911, -4.661)
H (0.524, 0.990, -3.934)
H (3.882, -0.421, -3.288)
H (3.194, -0.180, -1.681)
H (3.411, -1.837, -2.356)
N (4.246, -0.289, 4.836)
C (3.251, -0.120, 3.937)
C (3.252, -0.816, 2.707)
C (2.242, -0.584, 1.785)
N (1.184, 0.252, 2.048)
C (1.163, 0.899, 3.257)
C (2.174, 0.759, 4.194)
H (5.025, -0.911, 4.651)
H (4.262, 0.225, 5.710)
H (4.050, -1.521, 2.475)
H (2.253, -1.056, 0.801)
H (0.312, 1.560, 3.455)
H (2.132, 1.317, 5.133)

Computed properties:
**Net charge**: +3
**Energy**: -64565.9376 eV
**2S+1**: 3
**⟨S²⟩**: 2.192
**Max |F|**: 7.33 eV Å⁻¹
**Lowest unoccupied orbital energy (spin up / spin down)**: -0.3860 / -0.4041 Ha
**Frontier orbital gap (spin up / spin down)**: 5.6 / 5.3 eV

Entry 2:
C34H57NO16Si | wB97M-V/def2-TZVPD

Cartesian coordinates (Å):
C (0.105, -1.107, 0.095)
C (1.232, -0.411, -0.684)
C (1.185, -0.557, -2.217)
N (0.522, -1.741, -2.760)
Si (1.491, -3.165, -2.958)
C (1.927, -4.097, -1.367)
C (3.269, -3.566, -0.822)
C (3.448, -3.854, 0.654)
O (2.649, -4.468, 1.332)
O (4.612, -3.384, 1.201)
H (-0.828, -0.564, -0.002)
H (0.004, -2.125, -0.262)
H (0.354, -1.082, 1.151)
H (2.179, -0.719, -0.243)
H (1.152, 0.650, -0.471)
H (0.792, 0.358, -2.654)
H (2.219, -0.599, -2.561)
H (-0.393, -1.908, -2.367)
H (2.773, -2.785, -3.603)
H (0.853, -4.120, -3.877)
H (2.097, -5.129, -1.651)
H (1.145, -4.023, -0.623)
H (3.316, -2.495, -1.019)
H (4.083, -4.021, -1.382)
H (4.936, -2.718, 0.585)
O (-0.910, 1.814, 0.027)
C (-0.658, 2.963, -0.227)
O (0.592, 3.454, -0.155)
C (0.574, 4.882, -0.398)
C (-0.707, 5.137, -1.170)
C (-1.628, 4.057, -0.609)
H (0.588, 5.392, 0.565)
H (1.466, 5.160, -0.955)
H (-1.087, 6.154, -1.041)
H (-0.541, 4.961, -2.236)
H (-2.146, 4.388, 0.292)
H (-2.346, 3.699, -1.340)
O (-1.185, -3.673, -9.392)
C (-1.216, -3.209, -8.291)
O (-0.206, -3.355, -7.403)
C (-0.574, -2.785, -6.130)
C (-1.672, -1.781, -6.449)
C (-2.351, -2.428, -7.654)
H (-0.921, -3.588, -5.477)
H (0.295, -2.317, -5.678)
H (-2.337, -1.595, -5.608)
H (-1.229, -0.829, -6.745)
H (-3.132, -3.130, -7.357)
H (-2.752, -1.698, -8.351)
O (-0.813, 7.706, 0.059)
C (-0.859, 8.122, 1.183)
O (0.157, 7.958, 2.054)
C (-0.221, 8.450, 3.355)
C (-1.349, 9.439, 3.090)
C (-2.014, 8.834, 1.855)
H (-0.541, 7.603, 3.963)
H (0.644, 8.911, 3.824)
H (-2.017, 9.564, 3.940)
H (-0.934, 10.417, 2.842)
H (-2.773, 8.095, 2.116)
H (-2.438, 9.584, 1.195)
O (-1.189, -5.044, -2.842)
C (-0.942, -6.215, -2.853)
O (0.168, -6.738, -2.288)
C (0.245, -8.150, -2.556)
C (-1.184, -8.575, -2.861)
C (-1.754, -7.315, -3.509)
H (0.915, -8.303, -3.404)
H (0.659, -8.654, -1.686)
H (-1.242, -9.464, -3.486)
H (-1.715, -8.783, -1.932)
H (-1.573, -7.287, -4.584)
H (-2.813, -7.183, -3.305)
O (-0.530, 3.561, 4.380)
C (-0.196, 2.412, 4.376)
O (0.957, 1.981, 4.938)
C (1.139, 0.576, 4.681)
C (-0.256, 0.039, 4.390)
C (-0.925, 1.247, 3.737)
H (1.812, 0.467, 3.827)
H (1.598, 0.112, 5.550)
H (-0.250, -0.857, 3.771)
H (-0.763, -0.203, 5.325)
H (-0.754, 1.278, 2.658)
H (-1.989, 1.295, 3.949)
O (5.382, -1.282, 7.196)
C (5.538, -1.673, 6.078)
O (4.633, -2.448, 5.436)
C (5.142, -2.850, 4.147)
C (6.201, -1.813, 3.802)
C (6.740, -1.437, 5.181)
H (5.558, -3.855, 4.237)
H (4.330, -2.869, 3.433)
H (6.958, -2.187, 3.115)
H (5.731, -0.942, 3.342)
H (7.547, -2.098, 5.501)
H (7.061, -0.402, 5.237)
O (-5.367, 5.489, 0.968)
C (-5.447, 4.300, 1.046)
O (-4.626, 3.465, 0.365)
C (-5.022, 2.097, 0.572)
C (-5.813, 2.106, 1.873)
C (-6.453, 3.493, 1.845)
H (-5.626, 1.780, -0.281)
H (-4.131, 1.475, 0.624)
H (-6.525, 1.286, 1.946)
H (-5.130, 2.035, 2.721)
H (-7.405, 3.498, 1.313)
H (-6.578, 3.914, 2.838)

Computed properties:
**Energy**: -78312.7993 eV
**Max |F|**: 1.74 eV Å⁻¹
**SMILES**: CCCN[SiH2]CCC(=O)O.O=C1CCCO1.O=C1CCCO1.O=C1CCCO1.O=C1CCCO1.O=C1CCCO1.O=C1CCCO1.O=C1CCCO1
**Lowest unoccupied orbital energy**: 0.0119 Ha
**Frontier orbital gap**: 9.3 eV

Entry 3:
C34H58BBrClF4O10P | wB97M-V/def2-TZVPD

Cartesian coordinates (Å):
C (6.897, 0.326, 0.551)
C (5.900, 0.244, -0.104)
C (4.648, 0.234, -0.844)
C (3.394, -0.082, 0.005)
C (3.427, -1.527, 0.453)
O (2.294, 0.305, -0.793)
C (1.392, -0.623, -1.358)
C (2.012, -1.255, -2.602)
C (1.482, -2.577, -3.184)
C (1.209, -3.758, -2.228)
C (-0.081, -4.494, -2.599)
C (-0.450, -5.626, -1.662)
C (-1.668, -6.453, -2.119)
C (-2.915, -5.695, -2.569)
C (-3.550, -4.830, -1.465)
C (-5.081, -4.911, -1.413)
O (-5.715, -3.754, -1.948)
C (-5.917, -2.765, -0.973)
C (0.124, 0.234, -1.642)
Cl (0.723, 1.739, -2.475)
C (-0.820, -0.475, -2.597)
C (-2.219, 0.042, -2.987)
C (-2.549, 1.509, -3.088)
F (-2.321, 2.206, -1.972)
F (-3.879, 1.617, -3.343)
F (-1.924, 2.119, -4.104)
O (-0.388, 0.699, -0.435)
C (-1.523, 0.133, 0.190)
B (-2.128, 1.245, 1.182)
O (-1.282, 2.200, 1.668)
O (-3.454, 1.171, 1.485)
C (-3.795, 1.259, 2.888)
C (-4.774, 0.150, 3.237)
P (-1.423, -1.330, 1.329)
O (-0.748, -2.515, 0.398)
Br (0.334, -0.782, 2.567)
C (3.431, 0.917, 1.217)
F (2.150, 1.414, 1.441)
C (3.915, 0.381, 2.539)
C (4.203, 1.523, 3.515)
H (7.845, 0.329, 1.020)
H (4.741, -0.481, -1.656)
H (4.493, 1.224, -1.260)
H (3.244, -2.227, -0.354)
H (2.714, -1.745, 1.239)
H (4.411, -1.752, 0.845)
H (1.056, -1.353, -0.624)
H (3.063, -1.409, -2.395)
H (1.990, -0.509, -3.392)
H (0.598, -2.421, -3.790)
H (2.237, -2.907, -3.890)
H (1.206, -3.481, -1.179)
H (2.020, -4.471, -2.351)
H (0.040, -4.888, -3.607)
H (-0.875, -3.754, -2.672)
H (-0.602, -5.263, -0.651)
H (0.398, -6.304, -1.659)
H (-1.974, -7.148, -1.341)
H (-1.343, -7.067, -2.957)
H (-3.649, -6.439, -2.866)
H (-2.733, -5.101, -3.458)
H (-3.335, -3.782, -1.674)
H (-3.135, -5.119, -0.503)
H (-5.416, -5.018, -0.384)
H (-5.440, -5.744, -2.006)
H (-5.015, -2.566, -0.388)
H (-6.710, -3.046, -0.281)
H (-6.214, -1.849, -1.468)
H (-0.967, -1.478, -2.206)
H (-0.259, -0.610, -3.508)
H (-2.447, -0.354, -3.970)
H (-2.973, -0.378, -2.339)
H (-2.331, -0.147, -0.486)
H (-0.891, 2.020, 2.530)
H (-4.206, 2.241, 3.093)
H (-2.900, 1.166, 3.494)
H (-4.270, -0.669, 3.734)
H (-5.209, -0.224, 2.318)
H (-5.569, 0.531, 3.865)
H (-1.362, -2.682, -0.331)
H (4.025, 1.782, 0.932)
H (3.155, -0.264, 2.968)
H (4.832, -0.177, 2.404)
H (4.755, 2.308, 3.009)
H (3.290, 1.921, 3.941)
H (4.827, 1.171, 4.331)
O (-1.134, 1.896, 5.833)
C (-0.858, 3.022, 5.541)
O (-1.254, 3.575, 4.374)
C (-0.699, 4.895, 4.221)
C (-0.375, 5.351, 5.641)
C (-0.032, 4.026, 6.323)
H (0.191, 4.820, 3.593)
H (-1.433, 5.518, 3.718)
H (0.418, 6.093, 5.676)
H (-1.264, 5.783, 6.102)
H (1.020, 3.761, 6.207)
H (-0.296, 3.991, 7.376)
O (4.226, 4.609, 0.100)
C (3.533, 5.147, -0.712)
O (3.741, 6.431, -1.098)
C (2.708, 6.853, -2.005)
C (2.146, 5.566, -2.600)
C (2.329, 4.585, -1.442)
H (1.958, 7.408, -1.437)
H (3.152, 7.516, -2.743)
H (1.119, 5.666, -2.944)
H (2.757, 5.254, -3.448)
H (1.479, 4.587, -0.758)
H (2.524, 3.567, -1.760)

Computed properties:
**Energy**: -160075.2540 eV
**Max |F|**: 0.76 eV Å⁻¹
**SMILES**: C#CC[C@](C)(O[C@H](CCCCCCCCCOC)[C@@](Cl)(CCC(F)(F)F)O[C@H](B(O)OCC)P(O)Br)[C@@H](F)CC.O=C1CCCO1.O=C1CCCO1
**Lowest unoccupied orbital energy**: 0.0200 Ha
**Frontier orbital gap**: 9.3 eV

Entry 4:
C34H58BrCl4KN2O2Si4 | wB97M-V/def2-TZVPD

Cartesian coordinates (Å):
K (-0.210, 0.089, 0.051)
Cl (-4.485, -1.177, 4.940)
C (-3.754, -0.311, 3.615)
C (-3.547, 1.045, 3.698)
Cl (-4.011, 1.925, 5.128)
C (-2.946, 1.710, 2.616)
Cl (-2.728, 3.444, 2.685)
C (-2.516, 1.078, 1.438)
O (-1.969, 1.723, 0.474)
C (-2.739, -0.388, 1.347)
O (-2.388, -1.049, 0.306)
C (-3.359, -0.994, 2.452)
Cl (-3.673, -2.711, 2.314)
C (0.291, -2.723, 2.070)
Si (2.044, -2.065, 1.792)
C (2.615, -2.958, 0.214)
C (3.080, -2.858, 3.179)
C (2.244, -0.264, 1.681)
Si (1.768, 0.735, 3.121)
C (0.345, -0.002, 4.119)
C (1.178, 2.485, 2.718)
C (3.159, 0.938, 4.412)
Si (3.684, 0.280, 0.783)
C (5.358, -0.469, 1.309)
C (4.040, 2.144, 0.788)
C (3.627, -0.053, -1.118)
C (4.800, -0.142, -1.879)
C (4.738, -0.308, -3.250)
C (3.493, -0.388, -3.851)
C (2.373, -0.295, -3.039)
N (2.427, -0.131, -1.720)
H (0.309, -3.806, 1.905)
H (-0.493, -2.319, 1.423)
H (-0.047, -2.562, 3.096)
H (2.500, -4.038, 0.351)
H (3.659, -2.760, -0.040)
H (2.006, -2.655, -0.641)
H (2.984, -3.950, 3.185)
H (2.753, -2.491, 4.157)
H (4.136, -2.604, 3.064)
H (-0.551, -0.175, 3.518)
H (0.067, 0.701, 4.911)
H (0.617, -0.947, 4.597)
H (0.331, 2.462, 2.024)
H (1.954, 3.116, 2.282)
H (0.820, 2.970, 3.631)
H (3.491, -0.049, 4.747)
H (2.817, 1.501, 5.287)
H (4.029, 1.456, 3.998)
H (5.476, -0.296, 2.383)
H (6.214, -0.014, 0.803)
H (5.397, -1.549, 1.146)
H (4.234, 2.525, 1.792)
H (3.203, 2.705, 0.368)
H (4.923, 2.339, 0.172)
H (5.760, -0.082, -1.383)
H (5.645, -0.377, -3.841)
H (3.382, -0.522, -4.920)
H (1.378, -0.366, -3.463)
C (0.208, 5.456, -3.580)
C (-0.630, 4.582, -4.526)
C (0.381, 3.775, -5.357)
C (-1.403, 5.509, -5.477)
Si (-1.820, 3.446, -3.511)
Br (-0.522, 1.827, -2.681)
C (-3.075, 2.512, -4.643)
C (-4.266, 3.407, -5.022)
C (-2.406, 2.038, -5.941)
C (-3.619, 1.248, -3.953)
C (-2.641, 4.324, -2.022)
C (-1.634, 4.604, -0.887)
C (-3.720, 3.423, -1.395)
C (-3.292, 5.654, -2.438)
H (0.939, 6.017, -4.173)
H (0.758, 4.854, -2.855)
H (-0.398, 6.180, -3.034)
H (1.051, 4.476, -5.868)
H (-0.086, 3.154, -6.118)
H (0.991, 3.130, -4.724)
H (-0.697, 6.194, -5.962)
H (-2.146, 6.117, -4.959)
H (-1.911, 4.955, -6.267)
H (-3.958, 4.330, -5.517)
H (-4.865, 3.676, -4.152)
H (-4.919, 2.863, -5.714)
H (-2.117, 2.865, -6.590)
H (-3.117, 1.418, -6.499)
H (-1.523, 1.428, -5.739)
H (-4.155, 1.460, -3.034)
H (-2.821, 0.546, -3.711)
H (-4.313, 0.750, -4.641)
H (-1.256, 3.677, -0.449)
H (-2.170, 5.119, -0.082)
H (-0.804, 5.242, -1.188)
H (-3.305, 2.465, -1.074)
H (-4.573, 3.265, -2.058)
H (-4.091, 3.912, -0.489)
H (-2.555, 6.394, -2.758)
H (-3.812, 6.070, -1.569)
H (-4.027, 5.540, -3.238)
C (-2.560, -3.286, -1.754)
C (-1.407, -2.474, -2.108)
N (-0.509, -1.764, -2.163)
H (-3.217, -3.432, -2.611)
H (-3.083, -2.750, -0.957)
H (-2.229, -4.253, -1.378)

Computed properties:
**Net charge**: -2
**Energy**: -211250.6336 eV
**ΔE to the lowest compared entry with this formula, charge and spin**: 1.9 kcal per mole
**Max |F|**: 1.09 eV Å⁻¹
**Lowest unoccupied orbital energy**: 0.1368 Ha
**Frontier orbital gap**: 4.6 eV

> Which of these has the highest max |F|?

C34H57N4OP2W

> The highest max |F| belongs to which entry?

C34H57N4OP2W